Record 1
ORCA calculation (ωB97M-V with the def2-TZVPD basis set) on a cluster of 11 separate species, C56H113BF4N16O6 in total in a non-equilibrium geometry.

Cartesian coordinates (Å):
O -0.681 0.928 0.951
C 0.358 -0.028 0.841
C 0.550 -1.236 -0.189
O 0.176 -1.189 -1.621
H 0.659 -0.520 1.766
H 1.259 0.577 0.750
H 0.032 -2.107 0.213
H 1.567 -1.625 -0.124
C -1.656 5.176 4.137
C -1.119 3.745 3.857
N 0.201 3.407 4.313
C 0.754 3.724 5.525
C 2.173 3.424 5.553
N 2.403 2.818 4.342
C 1.230 2.882 3.570
C 3.747 2.372 3.915
H -2.734 5.184 4.300
H -1.435 5.885 3.339
H -1.184 5.551 5.046
H -1.297 3.326 2.866
H -1.792 3.179 4.502
H 0.052 4.032 6.285
H 2.926 3.566 6.314
H 1.116 2.483 2.573
H 3.794 2.027 2.883
H 4.069 1.494 4.475
H 4.454 3.129 4.255
C 0.507 -2.712 4.247
C 1.075 -1.458 4.896
N 0.079 -0.595 5.601
C -1.009 0.051 5.034
C -1.758 0.589 6.150
N -1.074 0.271 7.303
C -0.012 -0.488 7.001
C -1.500 0.656 8.631
H 1.171 -3.285 3.600
H -0.339 -2.311 3.688
H 0.095 -3.296 5.069
H 1.425 -0.900 4.028
H 1.902 -1.692 5.566
H -1.090 0.141 3.961
H -2.684 1.133 6.260
H 0.611 -0.849 7.805
H -1.623 -0.113 9.393
H -2.439 1.177 8.442
H -0.710 1.305 9.011
C -1.538 -8.786 -2.196
C -0.356 -7.815 -1.926
N -0.729 -6.437 -2.111
C -0.009 -5.541 -2.900
C -0.569 -4.338 -2.516
N -1.764 -4.521 -1.800
C -1.826 -5.809 -1.474
C -2.579 -3.484 -1.327
H -1.150 -9.805 -2.181
H -1.966 -8.770 -3.199
H -2.297 -8.692 -1.419
H 0.399 -8.102 -2.657
H -0.011 -7.970 -0.904
H 0.725 -5.932 -3.589
H -0.257 -3.321 -2.697
H -2.655 -6.282 -0.970
H -1.868 -2.753 -0.941
H -3.341 -3.852 -0.641
H -3.133 -2.999 -2.131
C 1.383 6.365 1.905
C 0.877 6.143 0.477
N -0.476 5.572 0.493
C -0.838 4.209 0.506
C -2.238 4.088 0.656
N -2.742 5.338 0.782
C -1.690 6.227 0.633
C -4.165 5.636 0.659
H 0.651 7.063 2.311
H 2.383 6.792 1.825
H 1.370 5.426 2.459
H 1.565 5.433 0.018
H 0.889 7.024 -0.164
H -0.120 3.419 0.345
H -2.916 3.248 0.617
H -1.770 7.303 0.590
H -4.207 6.279 -0.220
H -4.449 6.126 1.590
H -4.707 4.702 0.503
C -1.642 -2.171 -5.712
C -0.282 -1.757 -6.384
N 0.840 -2.305 -5.717
C 1.380 -3.535 -5.950
C 2.356 -3.730 -5.087
N 2.527 -2.595 -4.273
C 1.626 -1.677 -4.816
C 3.405 -2.380 -3.147
H -1.616 -1.916 -4.652
H -1.820 -3.243 -5.622
H -2.452 -1.779 -6.326
H -0.317 -0.683 -6.201
H -0.120 -1.937 -7.446
H 1.006 -4.190 -6.723
H 3.052 -4.544 -4.951
H 1.282 -0.766 -4.348
H 3.386 -1.337 -2.832
H 4.429 -2.718 -3.302
H 2.959 -2.921 -2.312
C -4.799 -4.715 6.628
C -3.623 -3.658 6.409
N -3.834 -2.835 5.203
C -4.604 -1.675 5.124
C -4.417 -1.099 3.868
N -3.509 -1.872 3.172
C -3.280 -3.006 3.947
C -3.094 -1.748 1.839
H -4.726 -5.139 7.629
H -4.692 -5.554 5.941
H -5.796 -4.332 6.410
H -2.623 -4.091 6.371
H -3.615 -2.953 7.241
H -5.228 -1.361 5.947
H -4.705 -0.113 3.535
H -2.615 -3.829 3.731
H -4.044 -1.887 1.323
H -2.401 -2.536 1.545
H -2.888 -0.702 1.613
C 4.832 -0.671 1.154
C 5.584 -1.977 1.095
N 4.749 -3.134 0.651
C 5.055 -4.159 -0.180
C 3.924 -4.976 -0.336
N 2.890 -4.397 0.361
C 3.423 -3.379 1.093
C 1.613 -4.923 0.461
H 4.472 -0.309 0.191
H 5.417 0.167 1.534
H 4.045 -0.731 1.906
H 5.859 -2.321 2.093
H 6.477 -1.810 0.492
H 5.986 -4.165 -0.728
H 3.679 -5.883 -0.868
H 2.903 -2.842 1.872
H 0.876 -4.333 -0.084
H 1.321 -4.694 1.486
H 1.507 -5.988 0.254
C 2.509 2.267 -1.418
O 3.187 2.413 -2.637
C 4.345 3.263 -2.712
C 5.169 2.942 -3.955
N 4.540 3.413 -5.279
H 5.149 4.100 -5.701
H 4.599 2.536 -5.777
C 3.095 4.028 -5.368
C 2.614 4.443 -6.786
O 3.465 5.332 -7.433
C 3.459 6.703 -6.991
H 1.840 1.410 -1.489
H 1.955 3.186 -1.227
H 3.136 2.034 -0.558
H 4.987 3.275 -1.831
H 3.843 4.230 -2.722
H 5.240 1.881 -4.196
H 6.196 3.305 -4.004
H 3.177 4.805 -4.608
H 2.574 3.197 -4.892
H 1.658 4.967 -6.780
H 2.455 3.609 -7.470
H 2.499 6.893 -6.511
H 3.649 7.480 -7.732
H 4.192 6.817 -6.193
C -4.679 3.532 -2.412
O -4.098 2.817 -1.352
C -4.193 1.414 -1.371
C -3.135 0.673 -2.259
N -1.617 1.063 -1.989
H -1.495 1.247 -1.003
H -1.031 0.264 -2.187
C -1.077 2.282 -2.753
C -0.527 1.890 -4.109
O -1.438 1.123 -4.909
C -2.441 1.943 -5.604
H -4.632 4.613 -2.281
H -5.700 3.193 -2.589
H -4.134 3.340 -3.337
H -5.222 1.220 -1.672
H -4.029 1.085 -0.344
H -3.269 0.991 -3.293
H -3.158 -0.407 -2.114
H -0.296 2.565 -2.048
H -1.818 3.082 -2.751
H 0.457 1.428 -4.024
H -0.107 2.739 -4.648
H -2.698 2.687 -4.850
H -3.320 1.422 -5.981
H -2.044 2.345 -6.536
B -2.034 -5.617 1.568
F -1.447 -6.758 1.039
F -3.357 -5.460 1.207
F -1.967 -5.866 2.898
F -1.266 -4.583 1.129

ΔE to the lowest compared entry with this formula, charge and spin   164.6 kcal/mol
HOMO-LUMO gap   6.827 eV
Total charge   +6
Lowest unoccupied orbital energy   -11.192 eV
Multiplicity   1

Mulliken atomic charge list, values in e, 8 entries:
1. O -0.8278
2. C 0.8081
3. C 0.3111
4. O -0.5224
5. H -0.6151
6. H -0.0291
7. H -0.6380
8. H -0.3286

---

Record 2
ORCA calculation (ωB97M-V with the def2-TZVPD basis set) on a cluster of 8 separate species, C56H125F2N6O8PS2 in total in a non-equilibrium geometry.

Cartesian coordinates (Å):
N -10.256 4.286 3.914
S -9.675 4.965 2.748
O -8.984 6.175 3.050
O -10.276 4.761 1.414
F -8.406 3.970 2.703
S -11.610 5.352 4.048
O -12.768 5.187 3.100
O -11.303 6.718 4.471
F -12.056 4.653 5.401
C -9.611 1.357 7.696
C -9.694 2.866 7.413
O -10.232 3.672 8.153
N -9.091 3.306 6.078
H -8.810 2.429 5.664
H -9.775 3.623 5.405
C -8.002 4.466 6.169
H -8.663 0.968 7.324
H -10.427 0.988 7.074
H -9.740 1.063 8.737
H -8.359 5.161 5.410
H -7.019 4.002 6.084
H -8.083 4.920 7.157
C -16.188 1.895 -1.879
C -15.270 2.108 -0.639
C -15.843 3.017 0.465
C -16.730 4.259 0.047
N -16.553 5.470 0.982
C -17.608 6.548 0.698
C -17.026 7.880 1.192
C -15.571 7.696 1.043
C -15.213 6.209 0.734
C -16.737 4.972 2.472
H -16.589 2.761 -2.406
H -17.052 1.268 -1.659
H -15.711 1.310 -2.665
H -14.408 2.622 -1.065
H -14.929 1.203 -0.137
H -14.919 3.326 0.953
H -16.364 2.469 1.250
H -17.792 4.028 -0.032
H -16.545 4.711 -0.927
H -18.587 6.228 1.056
H -17.827 6.541 -0.370
H -17.352 8.181 2.187
H -17.422 8.687 0.575
H -15.109 8.078 1.953
H -15.144 8.272 0.222
H -14.430 5.716 1.310
H -15.051 6.114 -0.340
H -15.959 4.265 2.761
H -17.734 4.532 2.455
H -16.716 5.884 3.068
C -6.920 4.929 -1.094
C -8.235 4.406 -1.629
C -8.504 2.977 -1.919
C -8.622 2.054 -0.575
N -9.301 0.604 -0.718
C -9.035 -0.126 0.625
C -7.683 -0.822 0.388
C -7.992 -1.295 -1.010
C -8.555 -0.181 -1.836
C -10.771 0.748 -0.964
H -6.895 4.454 -0.113
H -6.880 5.975 -0.791
H -6.005 4.576 -1.570
H -8.651 5.040 -2.412
H -8.879 4.844 -0.866
H -7.921 2.507 -2.712
H -9.411 2.966 -2.522
H -9.249 2.528 0.181
H -7.633 1.914 -0.139
H -9.846 -0.809 0.878
H -8.998 0.681 1.357
H -7.353 -1.547 1.132
H -6.792 -0.202 0.294
H -8.779 -2.015 -0.783
H -7.236 -1.859 -1.555
H -9.212 -0.273 -2.701
H -7.754 0.485 -2.157
H -11.184 -0.244 -1.147
H -10.937 1.258 -1.913
H -11.253 1.418 -0.252
C -14.436 1.896 4.030
C -15.634 2.296 4.879
C -15.422 2.728 6.458
C -14.579 1.765 7.241
N -14.570 1.988 8.781
C -13.740 0.764 9.393
C -14.465 0.487 10.747
C -15.776 1.225 10.923
C -15.951 1.886 9.529
C -14.001 3.374 9.196
H -13.672 2.640 4.259
H -14.621 1.615 2.993
H -13.923 1.019 4.424
H -16.465 1.591 4.863
H -16.088 3.155 4.386
H -16.415 2.765 6.908
H -15.054 3.745 6.591
H -13.544 1.724 6.901
H -14.972 0.776 7.007
H -12.727 1.031 9.696
H -13.971 -0.013 8.664
H -13.799 0.801 11.550
H -14.544 -0.600 10.755
H -15.813 1.903 11.775
H -16.528 0.473 11.160
H -16.412 2.874 9.514
H -16.626 1.349 8.862
H -14.700 4.075 8.740
H -13.017 3.528 8.753
H -13.928 3.558 10.268
C -15.286 6.369 5.299
C -15.318 7.882 5.809
C -16.319 8.785 5.125
C -15.879 10.275 5.322
N -17.140 11.246 5.425
C -18.036 11.100 6.703
C -18.201 12.567 7.296
C -17.674 13.480 6.341
C -16.660 12.738 5.541
C -18.057 11.053 4.125
H -14.763 5.753 6.030
H -14.824 6.177 4.331
H -16.334 6.070 5.288
H -14.291 8.199 5.624
H -15.613 7.905 6.858
H -17.388 8.596 5.227
H -16.199 8.563 4.065
H -15.312 10.720 4.505
H -15.315 10.502 6.227
H -19.019 10.674 6.503
H -17.461 10.405 7.315
H -19.236 12.892 7.399
H -17.788 12.528 8.304
H -18.459 13.906 5.716
H -17.235 14.356 6.818
H -16.531 13.106 4.523
H -15.681 12.683 6.017
H -18.656 10.142 4.157
H -17.256 10.848 3.415
H -18.584 12.000 4.007
C -9.922 14.259 -1.839
C -10.609 13.755 -0.582
C -9.680 13.403 0.602
C -8.807 12.049 0.473
P -9.335 10.549 1.325
C -7.727 9.746 1.806
C -6.722 9.365 0.700
C -5.356 9.011 1.243
C -4.404 8.187 0.376
C -10.197 10.959 2.825
C -9.829 10.055 4.048
C -10.454 10.401 5.415
C -12.018 10.335 5.395
C -10.261 9.379 0.383
C -11.017 8.319 1.130
C -11.989 7.584 0.251
C -11.334 6.767 -0.872
H -10.594 14.746 -2.545
H -9.672 13.341 -2.371
H -9.110 14.970 -1.688
H -11.233 12.931 -0.929
H -11.354 14.404 -0.122
H -10.358 13.442 1.455
H -8.928 14.137 0.891
H -7.805 12.318 0.807
H -8.722 11.805 -0.586
H -7.914 8.941 2.516
H -7.231 10.439 2.487
H -6.533 10.209 0.036
H -7.213 8.697 -0.008
H -5.449 8.358 2.111
H -4.889 9.904 1.658
H -3.373 8.017 0.684
H -4.342 8.713 -0.577
H -4.774 7.173 0.224
H -11.242 11.079 2.538
H -9.979 11.996 3.080
H -8.752 10.064 4.214
H -10.037 8.993 3.920
H -10.211 11.442 5.626
H -10.038 9.770 6.201
H -12.521 11.010 4.703
H -12.508 10.480 6.358
H -12.333 9.331 5.112
H -9.545 9.048 -0.369
H -10.966 10.024 -0.143
H -11.540 8.829 1.939
H -10.324 7.588 1.546
H -12.718 8.201 -0.274
H -12.459 6.834 0.887
H -12.017 6.034 -1.302
H -10.517 6.163 -0.480
H -11.028 7.568 -1.545
O -11.327 2.201 2.858
C -11.100 1.026 3.532
O -10.851 1.120 4.751
O -11.350 -0.042 2.942
H -10.918 2.723 3.552

HOMO-LUMO gap (spin up / spin down)   2.871 / 6.423 eV
Total charge   +3
Lowest unoccupied orbital energy (spin up / spin down)   -5.399 / -5.402 eV
Multiplicity   2

Mulliken atomic charge list, values in e, 8 entries:
1. N -1.1214
2. S 0.8950
3. O -0.6785
4. O -0.4721
5. F -0.4527
6. S -0.4214
7. O 0.3544
8. O -0.6206